43
Properties=species:S:1:pos:R:3:forces:R:3 method="wB97M-V/def2-TZVPD" homo_energy_ev=-8.6 gap_ev=8.22 smiles=C[C@H](CS)NCN.O.O.O.O.O.O.O.O energy_ev=-34795.6214
C -2.396 0.187 -0.675 -0.48 -0.02 -0.72
C -1.153 -0.527 -1.169 1.70 -0.93 0.52
C -1.267 -2.042 -1.345 1.05 0.43 0.64
S -2.476 -2.463 -2.637 0.75 0.05 0.03
N 0.016 -0.422 -0.124 -2.75 0.44 -2.59
C 0.928 0.632 -0.589 3.06 -1.53 4.03
N 2.301 0.226 -0.098 0.11 1.63 -0.30
H -2.233 0.558 0.332 -0.18 0.44 0.00
H -2.734 0.960 -1.372 0.35 0.34 0.38
H -3.259 -0.467 -0.656 -0.12 -0.50 0.17
H -0.761 -0.152 -2.147 -0.41 0.06 0.84
H -0.201 -2.352 -1.442 -1.22 -0.14 -1.13
H -1.540 -2.537 -0.401 -0.37 0.32 -0.44
H -3.021 -3.282 -1.776 -0.85 -0.74 0.05
H -0.538 -0.142 0.692 1.01 0.36 -0.01
H 1.213 0.619 -1.635 -1.58 0.53 -0.19
H 0.718 1.549 0.043 0.08 -0.36 -1.76
H 2.326 0.018 0.879 0.08 -0.33 0.15
H 2.768 -0.510 -0.611 -0.50 -0.12 -0.06
H -1.237 -2.096 1.619 -0.64 0.96 -0.06
H -2.900 -2.420 1.883 0.57 1.16 -0.28
O -1.977 -2.666 1.815 0.18 -2.11 0.54
H -1.561 4.016 0.247 -0.89 -0.84 -0.70
H -0.227 4.005 0.545 0.79 -1.05 -0.65
O -0.846 3.368 0.117 -0.02 2.02 1.43
H 1.072 0.642 3.669 0.19 -0.42 0.34
H 1.500 0.970 2.354 0.45 -0.09 -0.23
O 1.778 0.372 3.064 -0.48 0.77 -0.03
H 1.758 -1.225 2.296 -0.13 -0.34 0.87
H 1.754 -2.803 2.651 -0.13 0.36 0.52
O 1.912 -2.130 1.993 0.19 -0.59 -1.24
H 0.828 3.354 -1.333 0.14 -0.14 0.30
H 2.300 3.507 -0.808 -0.30 -0.25 -0.18
O 1.579 3.953 -1.271 0.25 0.35 -0.11
H 2.229 -3.950 -0.428 -0.08 0.26 0.32
H 1.093 -2.868 -0.360 0.59 -0.10 0.45
O 1.559 -3.489 -0.937 -0.15 -0.10 -0.48
H 0.943 1.092 -4.584 0.01 0.63 0.08
H 1.247 1.797 -3.161 -0.08 0.40 -0.77
O 1.186 0.980 -3.664 0.12 -0.85 0.36
H -1.345 1.493 3.535 -0.22 0.33 -0.10
H -0.726 2.552 2.538 -0.40 -0.08 0.06
O -0.610 1.690 2.950 0.31 -0.22 -0.06

---

9
Properties=species:S:1:pos:R:3:forces:R:3 method="wB97M-V/def2-TZVPD" homo_energy_ev=-10.6 gap_ev=9.21 smiles="O=c1nn[nH]oc1=O" energy_ev=-12696.8911
C 0.811 -0.482 0.806 0.82 -2.39 2.64
C -0.495 -1.075 -0.005 -1.15 -5.03 6.16
H -0.604 1.670 -1.786 -0.71 -3.08 2.28
N 1.119 0.963 0.780 -1.26 -0.77 -3.45
N 0.568 1.562 -0.292 -0.33 -3.69 3.85
N -0.483 1.002 -0.886 0.86 4.01 -3.26
O 1.355 -1.302 1.584 -1.82 3.75 -3.30
O -1.205 -0.224 -0.714 0.58 2.04 -1.25
O -1.066 -2.114 0.514 3.01 5.15 -3.67

---

25
Properties=species:S:1:pos:R:3:forces:R:3 method="wB97M-V/def2-TZVPD" homo_energy_ev="-15.3 / -15.6" gap_ev="9.69 / 8.83" spin_multiplicity=2 total_charge=+1 energy_ev=-108414.8510
Rh 1.611 -0.622 1.344 -0.24 0.06 0.15
C -2.531 1.721 -1.741 0.02 0.01 0.00
O -1.100 1.878 -1.586 0.00 0.00 -0.02
C -0.275 0.878 -1.598 -0.03 -0.07 0.08
O 0.890 0.901 -1.355 0.04 0.05 -0.05
N -0.843 -0.418 -1.951 -0.03 0.01 -0.03
N -0.023 -1.432 -1.950 -0.07 0.02 -0.07
H -2.936 2.715 -1.596 0.00 0.00 0.00
H -2.921 1.058 -0.969 0.00 0.00 0.00
H -2.768 1.382 -2.749 0.00 0.00 0.01
H -1.812 -0.586 -2.194 0.00 0.00 0.00
H 0.949 -1.255 -1.657 -0.01 -0.03 0.06
H -0.376 -2.353 -2.172 -0.01 0.00 0.00
F -0.436 -0.287 1.158 0.01 -0.02 -0.01
As -0.449 1.084 2.458 -0.11 0.01 -0.05
F 0.951 1.589 1.483 0.16 -0.11 -0.07
F -0.201 2.265 3.614 0.03 0.00 0.00
F -1.512 1.943 1.458 0.04 -0.02 0.01
F -1.645 0.224 3.267 0.00 0.02 0.01
F 0.821 -0.023 3.176 -0.01 0.01 0.02
O 2.320 -1.400 -0.389 0.09 0.06 0.02
S 3.050 -2.264 0.667 0.02 0.01 0.07
O 3.561 -1.116 1.525 0.03 0.02 -0.02
O 1.787 -2.579 1.504 0.08 -0.04 -0.09
O 3.887 -3.302 0.252 0.00 0.00 -0.02

---

14
Properties=species:S:1:pos:R:3:forces:R:3 method="wB97M-V/def2-TZVPD" homo_energy_ev=-9.5 gap_ev=9.97 energy_ev=-9740.5284
C -0.567 -1.972 -1.270 -0.50 0.95 -2.45
C -0.001 0.001 -0.021 -1.22 1.67 -1.66
C 0.220 2.107 1.180 -0.90 2.06 1.76
H 0.435 -1.974 -1.713 -0.04 -0.63 0.23
H -1.293 -2.260 -2.108 0.90 0.84 1.19
H -0.756 -2.642 -0.485 0.27 -1.04 1.20
H 1.084 -1.375 -0.041 0.92 -0.57 0.46
H -1.003 2.040 -0.516 2.15 -3.81 2.79
H -0.279 3.104 1.179 0.66 -0.41 -0.09
H 1.290 0.894 1.923 0.82 -0.87 0.54
N 1.092 -0.449 0.359 1.13 -0.75 0.86
N -0.438 1.314 0.262 -1.75 1.75 -3.12
N 1.048 1.850 2.112 -0.62 0.14 -1.34
O -0.830 -0.638 -0.861 -1.82 0.66 -0.36

---

15
Properties=species:S:1:pos:R:3:forces:R:3 method="wB97M-V/def2-TZVPD" homo_energy_ev=-8.8 gap_ev=9.40 energy_ev=-9406.7151
C 2.307 0.631 0.377 0.05 -0.01 0.03
C 0.832 0.602 -0.026 -0.11 0.06 -0.03
C 0.268 -0.812 0.115 -0.04 -0.10 -0.05
C -1.154 -1.165 -0.183 0.20 0.36 0.06
O -1.844 -0.034 -0.357 0.22 -0.32 0.07
C -3.222 -0.202 -0.503 -0.57 -0.26 0.27
O -3.898 -0.826 0.247 0.45 0.39 -0.43
H 2.432 0.322 1.422 -0.02 0.05 -0.15
H 2.741 1.630 0.270 -0.09 -0.13 0.01
H 2.894 -0.058 -0.241 -0.09 0.11 0.08
H 0.722 0.944 -1.063 0.00 -0.06 0.14
H 0.257 1.301 0.592 0.08 -0.11 -0.09
H 0.882 -1.539 -0.436 -0.08 0.05 0.09
H 0.351 -1.156 1.162 0.01 -0.02 -0.09
H -3.568 0.362 -1.378 0.00 0.00 0.08

---

7
Properties=species:S:1:pos:R:3:forces:R:3 method="wB97M-V/def2-TZVPD" homo_energy_ev="-8.6 / -9.0" gap_ev="6.87 / 7.61" energy_ev=-16926.7548
C 0.192 0.042 0.237 -0.08 -0.57 -0.78
N 1.038 0.171 1.205 -0.68 0.12 0.29
N 1.714 1.146 1.605 0.95 0.05 0.06
O 2.360 1.881 0.639 -0.42 -0.05 0.27
S 1.814 1.974 -0.916 0.08 -0.20 -0.22
H -0.109 -1.039 0.018 0.39 1.88 -0.01
H -0.223 0.968 -0.212 -0.23 -1.24 0.39

---

Energy relative to the best compared isomer or geometry (same formula, charge and spin) / kcal per mole: 98.85 166.73 12.39 57.77 71.88 82.13